DFT (ωB97M-V/def2-TZVPD) results for 2 unconnected molecules or ions with the total composition C3H9IO4P.

```
! wB97M-V def2-TZVPD RIJCOSX def2/J DEFGRID3
* xyz 1 1
C -0.1703 3.1245 1.5858
H 0.7962 2.6516 1.7879
H 4.2702 -2.7304 -1.7849
C -1.1530 1.1398 0.8352
H 2.1456 -1.3288 -2.9109
H -0.1771 3.5856 0.5929
H -3.1498 -1.4020 0.4751
O -1.2290 2.1766 1.7074
H -0.3317 3.9089 2.3303
I -0.0590 -3.2976 -1.6850
O -2.2127 0.3226 1.0597
P 2.0714 -2.0634 -1.6623
H 2.0615 -1.1124 -0.5796
H -1.3805 -1.4507 0.3548
H -2.3539 -0.5167 -0.8403
O -0.2830 0.9716 -0.0050
O 3.4187 -3.1589 -1.4689
C -2.2634 -0.8202 0.2078
*
```

Values from the calculation:
Orbital gap = 7.92 eV
Lowest unoccupied orbital energy = -5.9 eV
HOMO energy = -0.509 hartree